Molecular formula: C15H35N4O13
Method: DFT, the ωB97M-V functional and the def2-TZVPD basis

Gap between HOMO and LUMO in eV: 2.88
Net charge: +1
HOMO level in eV: -7.55

CARTESIAN COORDINATES (ANGSTROEM)
C -4.607095 1.701246 -2.664387
C -4.281916 0.604540 -1.637631
O -4.502137 0.771368 -0.422285
N -3.468439 -0.613094 -2.199135
H -2.554799 -0.225785 -2.387169
H -3.368195 -1.259544 -1.429619
C -4.107576 -1.292042 -3.412953
H -3.859422 2.098851 -3.350676
H -5.039627 2.537510 -2.115127
H -5.470777 1.303461 -3.197223
H -3.955707 -0.647922 -4.279051
H -5.127570 -1.669642 -3.341337
H -3.472010 -2.146693 -3.644753
C -0.753780 -3.135453 -1.500693
C -1.257627 -4.316174 -2.303692
O -1.454216 -4.347485 -3.487459
N -1.106414 -5.635503 -1.490449
H -0.420882 -6.231169 -1.932410
H -0.782989 -5.382145 -0.567787
C -2.501796 -6.318947 -1.375607
H -0.370633 -2.367420 -2.172578
H -0.007680 -3.378874 -0.744265
H -1.566982 -2.791009 -0.861812
H -2.329744 -7.167891 -2.037263
H -3.356544 -5.809259 -1.820278
H -2.896354 -6.448706 -0.367839
C 1.239113 -0.094501 2.812621
C 0.536832 -0.232551 1.448809
O 0.432719 -1.290001 0.850204
N 0.055234 1.070706 0.767162
H 0.502064 1.933039 1.044348
H 0.344869 0.983719 -0.196494
C -1.463298 1.320362 0.758359
H 0.656644 0.614184 3.401360
H 2.307333 0.112448 2.748075
H 1.167866 -1.044423 3.342407
H -1.907565 0.366824 0.472890
H -1.716632 1.909184 -0.123241
H -1.843506 1.567793 1.749481
C 4.142543 0.912105 -0.194430
C 5.085651 1.255988 0.975789
O 5.160777 0.541728 1.985158
N 5.937159 2.516268 0.806681
H 6.839359 2.253841 1.177200
H 6.038410 2.743244 -0.172266
C 5.533962 3.662560 1.735114
H 3.626394 1.760855 -0.643094
H 3.321616 0.333279 0.228836
H 4.464574 0.326980 -1.055833
H 6.371350 4.359764 1.707121
H 5.355182 3.433459 2.785664
H 4.728704 4.198854 1.233077
O 1.325284 0.749720 -1.803789
C 0.249618 0.897853 -2.556024
O 0.312857 1.736074 -3.480572
O -0.796925 0.374742 -2.169928
H 1.754073 1.209640 -2.529193
O 1.897382 2.950381 2.345417
C 1.650519 3.956246 1.567090
O 2.064716 5.113975 1.901392
O 0.910587 3.836133 0.577659
H 2.323532 3.526773 2.983980
O -0.749960 -0.251139 5.127393
C -1.318564 0.813839 5.588222
O -1.734279 0.753935 6.816316
O -1.472267 1.775682 4.810695
H -0.713018 -0.791783 5.919818

Forces on atoms 1 to 2 (eV/Å):
C -1.0 -0.8 0.7
C 0.1 3.0 3.5



Molecular formula: C5H14N2O
Method: DFT, the ωB97M-V functional and the def2-TZVPD basis

Gap between HOMO and LUMO in eV: 5.98
HOMO level in eV: -7.39

CARTESIAN COORDINATES (ANGSTROEM)
C -0.932374 1.124931 -0.981609
O -0.529192 0.342754 0.070630
C -0.588971 0.504866 -2.334223
N -1.149029 1.333453 -3.419293
H -2.026519 1.287145 -1.000164
H -0.478223 2.136563 -0.949050
H 0.486777 0.474585 -2.524671
H -0.972623 -0.524978 -2.401143
H -0.993037 0.986643 -4.355382
H -2.150697 1.422183 -3.301756
C 1.820927 0.333604 2.222354
C 1.191231 -1.011415 1.743630
C -0.414063 -1.923060 1.336320
N -0.275424 -0.925481 2.240152
H 1.121518 1.107040 1.907496
H 1.950159 0.359452 3.301524
H 2.763471 0.467366 1.694826
H 1.359984 -0.991264 0.659544
H 1.712096 -1.820370 2.244386
H -0.530256 -1.736062 0.268087
H -0.706743 -2.866187 1.805612
H -0.659009 -0.081778 1.772732

Forces on atoms 1 to 2 (eV/Å):
C 0.3 -0.1 0.0
O -0.1 0.0 0.2



Molecular formula: C3H7N3S
Method: DFT, the ωB97M-V functional and the def2-TZVPD basis

Gap between HOMO and LUMO in eV: 8.80
SMILES: C=N/N=C\N(C)S
HOMO level in eV: -8.16

CARTESIAN COORDINATES (ANGSTROEM)
C 0.891680 -0.223936 -3.010808
N 0.712315 -0.498400 -1.775699
N -0.084641 0.473364 -1.279231
C -0.331178 0.635520 0.002295
N -0.014067 0.021933 1.174290
C -0.744969 0.455783 2.370033
S 0.421917 -1.702858 1.169264
H 1.318094 -1.067092 -3.719956
H 0.339938 0.720417 -3.280510
H -1.049574 1.439380 0.193174
H -0.055866 0.520761 3.178592
H -1.169389 1.471462 2.223849
H -1.367259 -0.425438 2.746188
H 1.132999 -1.820897 0.008520

Forces on atoms 1 to 2 (eV/Å):
C -0.3 -1.6 -1.1
N 0.9 -1.0 -0.7



Molecular formula: C6H4Cl5N2
Method: DFT, the ωB97M-V functional and the def2-TZVPD basis

Gap between HOMO and LUMO (alpha / beta) in eV: 7.59 / 6.73
Net charge: +1
HOMO level (alpha / beta) in eV: -12.91 / -12.50

CARTESIAN COORDINATES (ANGSTROEM)
C -1.034798 -0.878908 -1.337236
C 0.853738 0.649314 -1.289208
C -0.065598 -0.177207 -2.000470
C 0.709887 0.668130 0.126681
C -0.278949 -0.053804 0.727928
C -0.814770 -0.575647 3.339363
N -1.118493 -0.794695 0.009069
N 1.791009 1.346373 -1.914628
Cl 0.064412 -0.288169 -3.719163
Cl 1.812189 1.621312 1.056849
Cl 0.132174 -1.973498 3.469060
Cl -0.270429 0.839203 4.083275
Cl -2.487628 -0.771494 3.114191
H -1.741182 -1.509271 -1.854301
H -1.845029 -1.313642 0.494397
H 1.859212 1.296418 -2.919894
H 2.434257 1.915585 -1.385913

Forces on atoms 1 to 2 (eV/Å):
C 0.3 0.2 -0.5
C -0.1 -0.1 0.4



Here are the calculated ΔE to the lowest compared entry with this formula, charge and spin numbers, same order: 5.216; 6.995; 3.932; 0.000 (eV).